{"formula": "C6H14Cl2Si", "method": "ωB97M-V with the def2-TZVPD basis set", "smiles": "C[Si]1(C)CC1(Cl)Cl.CC", "lumo_energy_ha": 0.0164, "homo_lumo_gap_ev": 8.879, "charge": 0, "species": ["C", "Si", "C", "C", "C", "Cl", "Cl", "H", "H", "H", "H", "H", "H", "H", "H", "C", "C", "H", "H", "H", "H", "H", "H"], "coordinates": [[-2.5529, -0.0443, -2.5919], [-2.0152, -0.4980, -0.9239], [-2.8536, -1.8303, 0.2520], [-0.7124, 0.5355, 0.0365], [-0.0175, -0.5160, -0.9444], [0.6712, -1.7558, 0.0028], [1.0891, -0.0062, -2.2128], [-1.6873, 0.5696, -2.9251], [-2.7879, -0.7757, -3.3353], [-3.5179, 0.5145, -2.7401], [-3.0940, -1.2917, 1.1006], [-3.8632, -2.1587, -0.1921], [-2.3989, -2.7701, 0.5433], [-0.7251, 0.4004, 1.1244], [-0.8221, 1.5200, -0.1523], [4.5015, 0.9245, -1.2525], [3.7939, -0.0984, -0.3331], [5.3974, 0.4353, -1.6117], [4.5043, 1.8953, -0.8148], [3.8726, 1.0831, -2.1471], [4.4918, -0.3481, 0.4459], [3.4988, -0.9593, -0.8180], [2.8213, 0.3535, -0.0183]], "nbo_charge": [-1.1634, 1.5031, -1.0586, -0.8008, -0.4736, 0.0045, -0.0047, 0.2676, 0.2694, 0.2564, 0.2284, 0.2344, 0.2612, 0.2517, 0.2307, -0.6114, -0.5990, 0.2037, 0.2062, 0.1949, 0.1967, 0.2035, 0.1993]}